Entry 1:
Entry from the OMol25 dataset: an isolated molecule of C33H37NO7 (ωB97M-V/def2-TZVPD).

Calculated values
HOMO-LUMO gap: 8.1290 eV
structure (SMILES): COc1cc([C@@H](CCN2CCCC2)c2c(OC)cc(OC)c3c(-c4ccccc4)cc(=O)oc23)cc(OC)c1OC
HOMO: -0.2897 Eh

Positions of all 78 atoms, in Å:
1 C -2.78116 -1.33707 -3.64326
2 O -3.84669 -1.41940 -2.72925
3 C -3.74128 -0.74278 -1.54483
4 C -2.60334 -0.06968 -1.14246
5 C -2.57118 0.62242 0.06631
6 C -1.27423 1.31096 0.42263
7 C -1.34465 2.24781 1.63522
8 C 0.04146 2.78383 2.01109
9 N 0.80003 3.20620 0.85902
10 C 0.36638 4.43846 0.23234
11 C 1.47220 4.70638 -0.78525
12 C 2.73969 4.17135 -0.09823
13 C 2.21768 3.38071 1.10960
14 C -0.19164 0.27294 0.61144
15 C -0.27402 -0.69713 1.61220
16 O -1.39239 -0.67875 2.37351
17 C -1.60871 -1.69119 3.32445
18 C 0.75571 -1.62535 1.78519
19 C 1.89882 -1.57803 1.00812
20 O 2.92485 -2.45617 1.12846
21 C 2.86721 -3.45989 2.11131
22 C 2.02319 -0.59104 0.00389
23 C 3.18618 -0.41495 -0.82458
24 C 4.44240 -1.14602 -0.56785
25 C 5.19052 -0.86293 0.57009
26 C 6.39114 -1.51005 0.79130
27 C 6.85636 -2.44493 -0.11910
28 C 6.12012 -2.72277 -1.25759
29 C 4.92177 -2.07012 -1.48673
30 C 3.14648 0.48530 -1.83713
31 C 1.98006 1.29275 -2.10220
32 O 1.85834 2.07851 -3.01332
33 O 0.93377 1.15357 -1.23655
34 C 0.93630 0.27940 -0.20905
35 C -3.70006 0.63312 0.85250
36 C -4.85983 -0.05457 0.47819
37 O -5.86940 0.06418 1.38643
38 C -7.14942 -0.47239 1.13856
39 C -4.88824 -0.76222 -0.72412
40 O -6.03185 -1.42733 -1.14216
41 C -5.91039 -2.82880 -1.26518
42 H -2.56176 -0.30006 -3.91308
43 H -1.87446 -1.80940 -3.25025
44 H -3.11347 -1.87789 -4.52853
45 H -1.72388 -0.05696 -1.76522
46 H -0.97076 1.91496 -0.43536
47 H -1.74410 1.71894 2.49892
48 H -2.01499 3.07364 1.39432
49 H 0.61039 1.98287 2.49344
50 H -0.07454 3.60243 2.74902
51 H 0.29894 5.26456 0.96581
52 H -0.61004 4.31036 -0.23457
53 H 1.54965 5.76169 -1.04010
54 H 1.27875 4.14166 -1.69578
55 H 3.39548 4.97962 0.22420
56 H 3.30243 3.53117 -0.77583
57 H 2.39658 3.94606 2.04284
58 H 2.69464 2.40148 1.21326
59 H -0.86226 -1.66352 4.12566
60 H -1.61535 -2.68412 2.86411
61 H -2.59231 -1.48670 3.74442
62 H 0.66174 -2.38268 2.54424
63 H 2.02677 -4.14136 1.94506
64 H 3.80156 -4.01027 2.01311
65 H 2.80245 -3.03599 3.11842
66 H 4.82680 -0.13075 1.27667
67 H 6.96868 -1.28316 1.67572
68 H 7.79321 -2.95264 0.05768
69 H 6.48145 -3.44804 -1.97197
70 H 4.34484 -2.28433 -2.37455
71 H 4.00002 0.65102 -2.47527
72 H -3.73703 1.16055 1.78953
73 H -7.55287 -0.13215 0.18365
74 H -7.14227 -1.56557 1.15727
75 H -7.77323 -0.10525 1.95444
76 H -5.60867 -3.28399 -0.31344
77 H -6.90089 -3.18790 -1.54098
78 H -5.19255 -3.10700 -2.03925

Atoms 1-2, force components in eV/Å:
0.2 0.0 -0.2
-0.3 0.1 0.4


Entry 2:
Entry from the OMol25 dataset: a structure of composition C33H38AsBrF6N6O2ReSe (ωB97M-V/def2-TZVPD).

Calculated values
net charge: +3
HOMO-LUMO gap (alpha / beta): 7.6696 / 5.4540 eV
multiplicity: 3
HOMO (alpha / beta): -0.5955 / -0.5970 Eh

Positions of all 89 atoms, in Å:
1 Re -0.32927 0.33015 1.16940
2 C -1.79021 -0.98513 5.04629
3 C -1.02349 -0.26128 5.95449
4 C -0.05854 0.60892 5.48272
5 C 0.13246 0.74704 4.11649
6 N -0.62316 0.04039 3.24059
7 C -1.56677 -0.80899 3.70207
8 C 1.06719 1.66101 3.46815
9 C 1.91933 2.54156 4.13449
10 C 2.67547 3.44144 3.40412
11 C 2.57144 3.48053 2.01488
12 C 1.73600 2.59506 1.34977
13 C 1.01185 1.65837 2.07800
14 H -2.55967 -1.66977 5.37240
15 H -1.18563 -0.37111 7.01861
16 H 0.54034 1.19207 6.16695
17 H -2.16026 -1.33632 2.97091
18 H 1.98735 2.53804 5.21450
19 H 3.33381 4.12956 3.91638
20 H 3.14216 4.20779 1.45204
21 H 1.66653 2.62429 0.26854
22 F -2.37233 0.14711 1.30660
23 As -4.12071 0.05547 0.26564
24 F -4.77525 0.58572 1.73667
25 F -3.74742 1.68392 -0.14428
26 F -5.51772 -0.03583 -0.65239
27 F -3.05240 -0.43356 -1.02752
28 F -4.09386 -1.55555 0.81982
29 Br -2.51800 -4.73181 -0.33229
30 C -1.23064 -3.84615 0.69089
31 C -0.37625 -4.53017 1.54314
32 C 0.57962 -3.80725 2.24457
33 C 0.64693 -2.43986 2.08797
34 N -0.19930 -1.78107 1.27650
35 C -1.12149 -2.47018 0.58548
36 H -0.45458 -5.60382 1.65365
37 H 1.26315 -4.30297 2.91981
38 H 1.37492 -1.83982 2.61759
39 H -1.79379 -1.92188 -0.06023
40 C -3.08383 1.62762 -4.26207
41 N -1.68554 1.21329 -4.39853
42 C -0.78135 1.10641 -3.40945
43 Se -1.02279 1.65928 -1.65112
44 N 0.37367 0.66040 -3.94827
45 C 0.22189 0.47904 -5.30469
46 C 1.10279 0.06017 -6.30237
47 C 0.58832 -0.00393 -7.57485
48 C -0.75549 0.33891 -7.86033
49 C -1.62468 0.75346 -6.88194
50 C -1.10670 0.81955 -5.58661
51 H -3.33507 1.71056 -3.20954
52 H -3.72031 0.87645 -4.72446
53 H -3.22932 2.58679 -4.75526
54 H 1.22015 0.53730 -3.41593
55 H 2.13255 -0.19289 -6.09135
56 H 1.22698 -0.32157 -8.38740
57 H -1.10158 0.27620 -8.88269
58 H -2.64619 1.02387 -7.10929
59 C 3.66491 -0.18461 1.45950
60 N 3.34020 -1.16114 0.42586
61 C 4.40859 -2.12243 0.09848
62 C 3.81944 -3.38958 -0.47139
63 C 2.96164 -3.00911 -1.65281
64 N 1.97000 -1.99785 -1.25161
65 C 0.66269 -2.15226 -1.87536
66 C 2.19916 -1.10731 -0.26559
67 O 1.29068 -0.19843 -0.06981
68 H 4.49033 -0.58120 2.04423
69 H 2.81947 -0.01874 2.11445
70 H 3.96763 0.76866 1.02977
71 H 4.95966 -2.32225 1.01444
72 H 5.10137 -1.66202 -0.61053
73 H 3.21317 -3.89328 0.28529
74 H 4.61057 -4.07090 -0.77855
75 H 2.41696 -3.86867 -2.04004
76 H 3.57615 -2.61181 -2.46474
77 H 0.78215 -2.22870 -2.95696
78 H 0.01906 -1.30979 -1.64227
79 H 0.18529 -3.07318 -1.53410
80 C -2.23334 4.40909 0.82267
81 C -1.84863 3.16241 1.52158
82 C -2.38481 2.90211 2.88296
83 O -1.09987 2.35785 0.93794
84 H -3.31662 4.38629 0.66667
85 H -1.72349 4.51812 -0.13014
86 H -2.03301 5.26622 1.46880
87 H -2.89076 3.77272 3.28967
88 H -1.57924 2.59553 3.54811
89 H -3.10066 2.07745 2.81613

Atoms 1-2, force components in eV/Å:
0.7 0.5 0.1
0.0 0.0 0.0


Entry 3:
Entry from the OMol25 dataset: a structure of composition C33H38BaS3SbSe (ωB97M-V/def2-TZVPD).

Calculated values
net charge: +1
HOMO-LUMO gap: 6.7302 eV
HOMO: -0.3493 Eh

Positions of all 77 atoms, in Å:
1 Ba -0.22015 -1.47278 -0.69673
2 C 2.69302 1.53106 -0.62787
3 C 1.62326 2.53979 -0.22533
4 S -0.08294 1.96758 -0.47863
5 C -0.82007 2.40636 1.11635
6 C -0.24205 1.73660 2.35991
7 S -0.13609 -0.08061 2.29209
8 C 1.59338 -0.31999 2.78836
9 C 2.67847 0.29329 1.90167
10 S 2.59040 -0.11131 0.12531
11 H 3.67970 1.95452 -0.43385
12 H 2.65393 1.33855 -1.70247
13 H 1.77164 3.44939 -0.80844
14 H 1.73445 2.82404 0.81907
15 H -1.87392 2.15621 1.00594
16 H -0.77016 3.49046 1.23335
17 H -0.86634 2.01022 3.21133
18 H 0.75362 2.11889 2.57778
19 H 1.71886 -1.39996 2.85649
20 H 1.71606 0.06658 3.80180
21 H 3.64695 -0.04450 2.26971
22 H 2.68083 1.37913 1.97643
23 C -8.73035 0.05329 0.26432
24 C -8.07492 -1.10084 -0.13794
25 C -6.68696 -1.15663 -0.12516
26 C -5.94715 -0.05444 0.29270
27 C -6.61229 1.09429 0.71531
28 C -7.99825 1.15223 0.69113
29 Sb -3.81995 -0.09086 0.40828
30 C -3.48916 -1.98060 -0.53196
31 C -3.91760 -2.25400 -1.83455
32 C -3.70308 -3.50230 -2.40503
33 C -3.07964 -4.50542 -1.66746
34 C -2.68268 -4.26397 -0.35940
35 C -2.87798 -3.00610 0.20516
36 C -3.38436 1.13844 -1.31631
37 C -3.73604 2.48663 -1.23523
38 C -3.40068 3.38224 -2.24138
39 C -2.68358 2.94993 -3.34800
40 C -2.31794 1.61647 -3.44510
41 C -2.66355 0.72404 -2.43750
42 H -9.81171 0.09410 0.25373
43 H -8.64361 -1.96337 -0.46102
44 H -6.19184 -2.06571 -0.44300
45 H -6.05862 1.95432 1.07731
46 H -8.50583 2.05131 1.01552
47 H -4.43662 -1.49201 -2.40377
48 H -4.03656 -3.69724 -3.41645
49 H -2.91608 -5.48298 -2.10235
50 H -2.21970 -5.05412 0.21853
51 H -2.54767 -2.83710 1.22639
52 H -4.29710 2.85440 -0.38133
53 H -3.70283 4.41852 -2.16112
54 H -2.41712 3.64674 -4.13165
55 H -1.77481 1.26578 -4.31445
56 H -2.41092 -0.32205 -2.57514
57 C -1.03577 -8.81863 -0.95597
58 C -0.53162 -7.50666 -0.41781
59 C -0.63758 -7.18921 0.93115
60 C -0.17890 -5.98222 1.44805
61 C -0.34863 -5.70374 2.91502
62 C 0.41567 -5.04762 0.58317
63 Se 0.90932 -3.33207 1.29863
64 C 0.58640 -5.37453 -0.76863
65 C 1.35658 -4.51455 -1.74102
66 C 0.09269 -6.58636 -1.24670
67 H -1.68502 -9.31689 -0.23706
68 H -0.20592 -9.49277 -1.17620
69 H -1.59654 -8.68081 -1.88180
70 H -1.10157 -7.90098 1.60639
71 H -0.78776 -6.56207 3.42174
72 H -0.98605 -4.83233 3.08218
73 H 0.61007 -5.47228 3.38105
74 H 1.55397 -3.51715 -1.34371
75 H 0.85523 -4.45371 -2.70981
76 H 2.35073 -4.93293 -1.91425
77 H 0.22567 -6.82644 -2.29816

Atoms 1-2, force components in eV/Å:
-0.3 0.3 -0.1
-0.1 0.1 -0.1


The records above yield energy relative to the best compared isomer or geometry (same formula, charge and spin) values of 0.0; 0.0; 37.9 kJ/mol, respectively.
The records above yield E values of -1861.07510; -9647.28539; -5141.87072 a.u., respectively.